# 1
{"formula": "C26H37N5O4PPdS3", "method": "ωB97M-V with the def2-TZVPD basis set", "symbols": ["Pd", "O", "S", "O", "N", "C", "C", "C", "C", "C", "C", "C", "C", "N", "C", "C", "C", "C", "C", "C", "C", "H", "H", "H", "H", "H", "H", "H", "H", "H", "H", "H", "N", "C", "C", "C", "C", "N", "H", "H", "H", "H", "H", "H", "H", "H", "H", "H", "H", "H", "C", "C", "C", "O", "P", "S", "S", "O", "C", "C", "C", "H", "H", "H", "H", "H", "H", "H", "H", "H", "H", "H", "H", "H", "H", "N", "C"], "positions_angstrom": [[0.4965, -0.8679, 0.2923], [2.2896, -2.7555, 2.0411], [3.1421, -2.6836, 0.8652], [3.8898, -3.8621, 0.5218], [2.2858, -2.0896, -0.3224], [2.3167, -2.4668, -1.6460], [3.2142, -3.2766, -2.3060], [3.0980, -3.5037, -3.6931], [2.1062, -2.9350, -4.4412], [1.1610, -2.1037, -3.8008], [0.1087, -1.4708, -4.4981], [-0.7834, -0.6771, -3.8358], [-0.6374, -0.5200, -2.4504], [0.3297, -1.0939, -1.7697], [1.2585, -1.8818, -2.4105], [4.3031, -1.3938, 1.2253], [4.4483, -0.9236, 2.5211], [5.3750, 0.0804, 2.7823], [6.1436, 0.6009, 1.7537], [6.0004, 0.1155, 0.4569], [5.0849, -0.8878, 0.1895], [4.0073, -3.7559, -1.7515], [3.8251, -4.1487, -4.1689], [2.0274, -3.1086, -5.5057], [0.0221, -1.6252, -5.5668], [-1.5930, -0.1761, -4.3462], [-1.3372, 0.0880, -1.8878], [3.8489, -1.3512, 3.3139], [5.5001, 0.4472, 3.7926], [6.8654, 1.3804, 1.9592], [6.6148, 0.5112, -0.3412], [4.9730, -1.2793, -0.8152], [1.7869, 0.7948, -0.3206], [1.4752, 2.2039, 0.0463], [0.7020, 2.1858, 1.3457], [1.5200, 1.5350, 2.4670], [0.6806, 0.5408, 3.2412], [0.3515, -0.6448, 2.3979], [2.6660, 0.4969, 0.0975], [1.9039, 0.6986, -1.3230], [0.8857, 2.6477, -0.7568], [2.4043, 2.7718, 0.1310], [-0.1946, 1.5879, 1.1548], [0.3486, 3.1776, 1.6321], [1.9485, 2.2933, 3.1224], [2.3667, 0.9715, 2.0637], [-0.2594, 0.9908, 3.5636], [1.2029, 0.1905, 4.1318], [-0.5818, -0.9677, 2.6493], [1.0004, -1.4156, 2.5978], [-5.5987, -1.5010, 0.9006], [-5.5748, -0.2221, 0.0978], [-5.0755, -0.3815, -1.3222], [-4.8211, 0.8410, 0.7962], [-3.4770, 0.8749, 1.5864], [-3.3001, 0.0106, 3.2516], [-1.3886, -2.4376, 0.4672], [-3.0304, 2.3685, 1.5310], [-3.1468, 3.3964, 0.4888], [-4.5042, 4.0482, 0.6147], [-2.8425, 2.8819, -0.9014], [-6.2899, -2.1913, 0.4159], [-5.9308, -1.3277, 1.9222], [-4.6185, -1.9806, 0.9426], [-6.5692, 0.2181, 0.0747], [-4.0397, -0.7120, -1.3567], [-5.1631, 0.5500, -1.8806], [-5.6806, -1.1369, -1.8240], [-2.3692, 4.0986, 0.7870], [-5.2983, 3.3392, 0.3819], [-4.5693, 4.8841, -0.0835], [-4.6588, 4.4283, 1.6229], [-3.6250, 2.2143, -1.2624], [-1.8879, 2.3556, -0.9398], [-2.7899, 3.7354, -1.5778], [-2.4132, 0.1523, 0.4331], [-1.9294, -0.9512, 0.4344]], "forces_ev_per_a": [[-1.353, 0.460, -1.093], [-0.078, 0.086, -0.008], [0.274, -0.380, 0.169], [-0.046, 0.009, -0.059], [0.543, -0.523, 0.143], [-0.219, 0.303, 0.351], [0.110, -0.137, -0.241], [0.012, 0.013, 0.120], [-0.029, 0.030, 0.061], [-0.055, 0.016, -0.172], [0.036, -0.044, -0.052], [0.041, -0.005, 0.104], [-0.187, 0.146, -0.007], [0.519, -0.293, 0.382], [-0.073, 0.006, -0.083], [0.115, 0.106, -0.021], [0.025, 0.049, 0.005], [-0.027, -0.025, 0.003], [0.009, 0.019, -0.032], [0.030, 0.018, 0.000], [-0.082, 0.042, 0.045], [-0.017, 0.021, 0.018], [0.001, 0.000, 0.004], [-0.002, 0.004, 0.004], [0.007, -0.003, 0.004], [-0.008, -0.005, 0.014], [0.040, 0.008, -0.024], [0.001, -0.009, -0.009], [-0.002, -0.001, -0.001], [0.003, -0.005, 0.003], [-0.001, 0.005, 0.004], [0.007, -0.011, 0.001], [0.026, 0.272, 0.388], [-0.051, -0.093, -0.104], [0.030, -0.034, -0.032], [-0.077, -0.088, -0.036], [0.005, 0.064, 0.026], [0.455, -0.406, -0.284], [0.053, -0.002, -0.109], [0.036, -0.029, 0.002], [-0.007, -0.040, -0.011], [0.000, 0.023, 0.009], [-0.082, 0.038, 0.060], [0.143, 0.050, -0.044], [-0.069, -0.056, 0.107], [0.079, 0.128, 0.030], [-0.005, 0.005, -0.038], [0.005, -0.008, 0.004], [0.043, 0.009, -0.002], [0.006, -0.020, 0.177], [0.032, -0.084, -0.053], [0.067, 0.213, 0.361], [0.050, 0.023, -0.002], [-0.372, 0.235, -0.242], [-0.022, 0.237, -1.095], [0.040, -0.147, 0.711], [0.342, -0.379, 0.079], [0.088, -0.110, 0.286], [-0.101, -0.027, 0.140], [-0.056, 0.071, -0.100], [-0.019, -0.078, -0.041], [0.004, -0.032, 0.048], [-0.034, 0.032, -0.021], [0.020, 0.017, -0.043], [-0.084, -0.083, 0.011], [0.051, -0.058, 0.020], [-0.022, 0.007, 0.020], [-0.043, 0.026, 0.002], [0.001, 0.024, 0.011], [0.025, 0.004, -0.018], [-0.013, 0.003, 0.020], [0.022, -0.008, 0.006], [-0.001, -0.015, 0.019], [0.019, 0.045, 0.036], [-0.007, 0.009, 0.007], [0.179, -0.965, 0.045], [-0.351, 1.335, 0.016]], "orbital_gap_ev": [6.378, 6.379], "lumo_ev": [-3.9, -3.9], "e_above_lowest_ev": 0.000, "total_charge": 1}

***

# 2
{"formula": "C3H7NOS", "method": "ωB97M-V with the def2-TZVPD basis set", "symbols": ["C", "C", "C", "N", "O", "S", "H", "H", "H", "H", "H", "H", "H"], "positions_angstrom": [[-0.5818, 0.8281, 0.0928], [0.6311, 0.3661, 0.9406], [-1.2135, -0.4898, -0.2756], [1.6117, -0.5297, 0.4740], [0.4367, -0.9601, -2.4186], [0.1126, -1.5183, -1.1350], [-1.0167, 1.5962, 0.7420], [-0.2266, 1.2285, -0.8287], [1.2536, 1.2871, 1.4090], [0.2695, -0.1887, 1.7279], [-1.3252, -1.0649, 0.5647], [-2.1269, -0.4981, -1.0421], [2.1756, -0.0564, -0.2508]], "forces_ev_per_a": [[1.851, -0.432, 0.556], [1.909, 3.219, 0.738], [-0.640, 0.644, -3.847], [-0.599, -1.215, -3.414], [0.323, 0.975, -1.717], [0.390, 0.246, 3.380], [-0.925, -0.414, -0.556], [0.229, 1.000, -0.655], [-1.563, -1.583, -0.952], [-1.490, -0.557, 2.428], [-1.118, -1.606, 2.109], [1.888, 0.066, 1.877], [-0.254, -0.343, 0.055]], "orbital_gap_ev": [8.317, 8.467], "lumo_ev": [-0.4, -0.5], "e_above_lowest_ev": 4.139}

***

# 3
{"formula": "C30H60Br10O5", "method": "ωB97M-V with the def2-TZVPD basis set", "symbols": ["C", "C", "C", "O", "C", "H", "H", "H", "H", "H", "H", "H", "H", "C", "C", "C", "O", "C", "H", "H", "H", "H", "H", "H", "H", "H", "C", "C", "C", "O", "C", "H", "H", "H", "H", "H", "H", "H", "H", "C", "C", "C", "O", "C", "H", "H", "H", "H", "H", "H", "H", "H", "C", "C", "C", "O", "C", "H", "H", "H", "H", "H", "H", "H", "H", "Br", "C", "C", "Br", "H", "H", "H", "H", "Br", "C", "C", "Br", "H", "H", "H", "H", "Br", "C", "C", "Br", "H", "H", "H", "H", "Br", "C", "C", "Br", "H", "H", "H", "H", "Br", "C", "C", "Br", "H", "H", "H", "H"], "positions_angstrom": [[-3.5138, -3.0876, 4.5566], [-2.1571, -2.9739, 3.8116], [-2.2558, -4.0242, 2.7034], [-3.6350, -4.2006, 2.4307], [-4.3488, -4.0182, 3.6574], [-3.9797, -2.1029, 4.5141], [-3.4246, -3.4167, 5.5857], [-1.2949, -3.0936, 4.4664], [-2.0853, -1.9626, 3.4073], [-1.8569, -4.9825, 3.0846], [-1.6870, -3.7715, 1.8094], [-4.5341, -5.0009, 4.1117], [-5.3152, -3.6010, 3.3772], [0.9987, 5.2531, 0.6575], [1.7123, 5.9476, 1.8484], [3.1817, 5.9647, 1.4066], [3.2551, 5.3631, 0.1111], [2.1513, 4.4992, 0.0225], [0.6518, 6.0357, -0.0188], [0.1829, 4.5982, 0.9453], [1.5337, 5.4250, 2.7904], [1.3244, 6.9593, 1.9859], [3.8081, 5.3895, 2.1073], [3.6382, 6.9529, 1.3712], [2.3327, 3.5483, 0.5640], [1.9441, 4.1968, -1.0074], [-2.4047, 2.5847, -6.1685], [-1.4421, 2.0258, -5.1192], [-1.1032, 3.2797, -4.3212], [-0.9901, 4.3120, -5.2820], [-1.8848, 4.0312, -6.3565], [-3.4080, 2.6298, -5.7428], [-2.4106, 2.0926, -7.1369], [-0.5482, 1.6151, -5.5816], [-1.9244, 1.2676, -4.5032], [-0.1767, 3.1837, -3.7478], [-1.8775, 3.5623, -3.5895], [-1.2704, 4.0946, -7.2561], [-2.7055, 4.7480, -6.3826], [0.9275, 0.7855, -0.4849], [0.5904, 0.1488, 0.8555], [0.3319, -1.3190, 0.5206], [-0.2939, -1.2393, -0.7522], [0.4627, -0.2925, -1.4865], [1.9924, 1.0151, -0.6013], [0.4467, 1.7578, -0.6135], [-0.3136, 0.5624, 1.3106], [1.3308, 0.2824, 1.6499], [-0.3570, -1.8029, 1.2208], [1.2314, -1.9613, 0.5165], [-0.1652, 0.0723, -2.2913], [1.3202, -0.7732, -1.9865], [0.2176, -5.6956, -0.9431], [0.0750, -6.2419, -2.3634], [-1.0641, -5.3550, -2.9366], [-1.0855, -4.1689, -2.1275], [-0.0137, -4.2170, -1.1794], [1.1953, -5.9122, -0.5055], [-0.5357, -6.1090, -0.2699], [-0.1377, -7.3110, -2.4126], [1.0130, -6.1228, -2.9144], [-2.0043, -5.9072, -2.8750], [-0.8654, -5.0199, -3.9578], [-0.2987, -3.7217, -0.2560], [0.8750, -3.7124, -1.5829], [-0.7122, 2.9130, 3.0006], [-2.3566, 3.8714, 3.3368], [-2.0668, 5.2292, 3.8579], [-1.4532, 5.1872, 5.6864], [-2.9646, 3.2523, 3.9815], [-2.8368, 3.9838, 2.3651], [-2.9535, 5.8557, 3.8603], [-1.2944, 5.7089, 3.2655], [5.5417, -1.8918, 2.0349], [4.4998, -0.6304, 0.9922], [4.5501, -0.9669, -0.4754], [3.7550, -2.7045, -0.8505], [4.9827, 0.3319, 1.1511], [3.4923, -0.6254, 1.3914], [5.5591, -0.9776, -0.8719], [3.9639, -0.2640, -1.0643], [2.3568, 3.2834, 6.3190], [2.5949, 1.4398, 5.7861], [1.5934, 1.1130, 4.7021], [1.7837, -0.7696, 4.2894], [2.4912, 0.7909, 6.6463], [3.6058, 1.3476, 5.3994], [1.7855, 1.7263, 3.8305], [0.5921, 1.2694, 5.0815], [1.6372, -2.4725, -6.1272], [2.1854, -3.6220, -4.6685], [3.5216, -4.2059, -4.9996], [4.0710, -5.3805, -3.5415], [1.4270, -4.3741, -4.4848], [2.2335, -3.0103, -3.7665], [4.3104, -3.5012, -5.2160], [3.4210, -4.9076, -5.8226], [-3.0390, 2.1966, -0.6553], [-3.8700, 0.4378, -0.3964], [-3.3177, -0.2760, 0.7976], [-3.7217, 0.7586, 2.4020], [-3.7052, -0.0955, -1.3276], [-4.9237, 0.6560, -0.2750], [-2.2642, -0.5200, 0.7461], [-3.8316, -1.2229, 0.9739]], "forces_ev_per_a": [[-0.022, 0.373, -0.934], [-0.284, 0.277, 0.087], [0.361, -0.634, 0.889], [0.140, 0.584, -0.135], [0.006, -0.455, -0.105], [-0.005, -0.004, 0.435], [-0.055, -0.121, 0.042], [0.002, -0.230, -0.044], [0.070, -0.036, -0.199], [0.046, 0.165, -0.111], [-0.337, 0.047, -0.205], [0.133, 0.093, 0.072], [-0.024, 0.053, 0.135], [0.443, 0.426, 0.318], [-0.620, 0.205, -0.246], [0.580, -0.373, 0.511], [0.054, 0.221, 0.030], [-0.533, -0.776, -0.094], [-0.134, -0.203, -0.151], [-0.111, 0.064, 0.033], [0.254, -0.148, -0.083], [0.057, -0.032, -0.015], [-0.174, -0.069, -0.109], [-0.201, 0.083, -0.269], [0.070, 0.252, 0.118], [0.298, 0.357, -0.092], [0.180, 0.876, 0.205], [-0.426, 0.052, 0.107], [-0.062, -0.015, 0.402], [0.099, 0.094, 0.134], [0.376, -0.486, -0.123], [-0.068, -0.195, -0.186], [-0.116, -0.350, 0.142], [0.123, -0.055, 0.024], [0.142, -0.117, 0.006], [0.090, 0.144, -0.264], [-0.116, -0.344, -0.145], [-0.284, 0.215, -0.196], [0.069, 0.156, -0.050], [0.207, 0.300, -0.236], [0.086, -0.144, 1.096], [-0.163, -0.055, 0.380], [0.206, -0.151, 0.095], [0.173, 0.159, -0.542], [-0.007, -0.306, 0.090], [-0.321, -0.202, -0.053], [-0.115, 0.077, -0.375], [0.230, -0.069, -0.319], [-0.091, 0.146, -0.085], [-0.036, 0.391, -0.288], [-0.237, 0.220, -0.021], [-0.023, -0.068, 0.316], [0.516, -0.209, -0.206], [-0.113, -0.067, -0.238], [0.987, -0.082, 0.339], [-0.106, -0.080, 0.268], [-0.245, -0.372, 0.068], [-0.009, 0.062, -0.060], [-0.125, 0.075, -0.088], [-0.241, 0.073, 0.081], [-0.056, 0.249, 0.063], [-0.172, 0.376, -0.029], [-0.181, -0.328, -0.121], [-0.226, 0.229, -0.159], [-0.022, -0.077, 0.027], [0.051, -0.175, 0.028], [-0.135, -0.140, -0.718], [0.073, 0.546, 0.294], [0.166, 0.038, 0.256], [-0.056, 0.007, 0.148], [-0.056, -0.234, -0.017], [-0.124, -0.046, -0.043], [0.043, 0.091, 0.024], [-0.022, 0.017, 0.129], [0.375, 0.034, -0.166], [-0.309, -0.048, -0.148], [0.097, 0.042, -0.121], [-0.137, 0.066, 0.028], [-0.074, -0.037, 0.035], [0.094, -0.139, 0.100], [-0.039, 0.103, 0.131], [-0.022, 0.105, 0.103], [0.308, -0.172, -0.424], [0.219, 0.144, 0.834], [-0.019, -0.137, -0.219], [-0.126, 0.108, 0.180], [0.061, 0.042, 0.088], [-0.109, -0.174, -0.254], [-0.181, -0.045, -0.237], [-0.161, 0.027, -0.048], [0.095, 0.546, 0.724], [-0.202, -1.118, -0.284], [0.124, 0.094, 0.150], [-0.060, -0.123, -0.315], [0.028, 0.111, -0.157], [0.032, 0.232, 0.204], [0.093, 0.211, -0.217], [0.095, -0.172, -0.093], [0.087, 0.384, -0.223], [-0.363, -0.450, 0.359], [0.146, -0.260, 0.138], [0.103, -0.158, 0.069], [-0.104, -0.069, 0.000], [0.209, 0.436, -0.028], [-0.140, 0.074, -0.243]], "orbital_gap_ev": 9.775, "lumo_ev": 0.3, "smiles": "C1CCOC1.C1CCOC1.C1CCOC1.C1CCOC1.C1CCOC1.BrCCBr.BrCCBr.BrCCBr.BrCCBr.BrCCBr"}

***

# 4
{"formula": "CH2BrCl2P", "method": "ωB97M-V with the def2-TZVPD basis set", "symbols": ["C", "P", "Cl", "Cl", "Br", "H", "H"], "positions_angstrom": [[0.3494, -0.4571, -0.3368], [2.1807, -0.0977, -0.8346], [2.2464, 1.8506, -0.3310], [3.0648, -1.1311, 0.6995], [0.0514, -2.3010, -0.2436], [-0.0579, -0.1495, 0.7107], [-0.2478, 0.0962, -1.3018]], "forces_ev_per_a": [[-1.951, 2.456, -1.202], [-0.552, 0.252, 0.085], [-0.478, 1.408, -0.539], [0.699, -1.636, 0.971], [-0.289, -1.176, -0.492], [1.177, 0.404, -1.863], [1.393, -1.708, 3.041]], "multiplicity": 3, "orbital_gap_ev": [5.890, 6.800], "lumo_ev": [0.4, -3.7], "e_above_lowest_ev": 0.340}

***

# 5
{"formula": "C4H8N2", "method": "ωB97M-V with the def2-TZVPD basis set", "symbols": ["C", "C", "C", "C", "N", "N", "H", "H", "H", "H", "H", "H", "H", "H"], "positions_angstrom": [[1.4335, 0.9779, -1.5376], [1.3959, 0.0407, -0.4801], [-0.4983, 0.4324, 2.7200], [-0.6294, -1.3616, -1.3316], [-0.0297, 0.8300, -2.0147], [0.1207, -0.3314, -1.1543], [2.1060, 1.6186, -1.9306], [-1.0290, 1.3210, 3.2166], [0.0832, 0.5553, 1.8558], [-1.3669, -0.3827, 2.5317], [-1.3639, -1.5954, -1.9777], [-0.2074, -2.1997, -0.7429], [0.0899, -0.1751, 3.7315], [-0.1046, 0.2701, -2.8862]], "forces_ev_per_a": [[-3.196, -3.058, 2.672], [0.055, 1.129, -2.347], [-2.618, -3.338, 5.237], [5.060, -0.520, 4.275], [1.760, -1.462, 0.028], [-2.697, -0.280, -0.441], [1.981, 2.079, -1.160], [1.085, -1.078, -1.187], [0.952, 0.409, -0.796], [1.889, 1.953, 0.105], [-2.508, 0.387, -2.360], [-0.701, 0.336, -0.190], [-1.296, 2.045, -3.354], [0.235, 1.399, -0.482]], "orbital_gap_ev": 8.487, "lumo_ev": -0.3, "e_above_lowest_ev": 7.591}

***

# 6
{"formula": "C5H10O", "method": "ωB97M-V with the def2-TZVPD basis set", "symbols": ["C", "C", "C", "C", "C", "O", "H", "H", "H", "H", "H", "H", "H", "H", "H", "H"], "positions_angstrom": [[0.7911, -1.1861, 0.3851], [0.3964, 0.1421, -0.2825], [0.6178, 0.0385, -1.7889], [-1.0107, 0.3919, 0.2232], [-1.1178, 0.9611, 1.5750], [-1.6350, 1.6494, 0.4432], [0.6224, -1.1582, 1.4674], [1.8429, -1.4252, 0.2052], [0.1857, -2.0095, -0.0176], [1.0312, 0.9400, 0.1185], [1.6762, -0.1798, -1.9773], [0.3662, 0.9601, -2.3198], [0.0371, -0.7853, -2.2223], [-1.7434, -0.3373, -0.1513], [-1.7685, 0.4847, 2.3020], [-0.2916, 1.5136, 2.0400]], "forces_ev_per_a": [[0.081, -0.065, 0.038], [0.106, 0.080, 0.017], [-0.053, 0.032, -0.057], [0.219, -0.245, 0.047], [-0.107, -0.194, 0.221], [0.123, 0.305, -0.261], [0.092, 0.024, -0.167], [-0.104, 0.027, -0.017], [0.110, 0.142, 0.037], [-0.006, -0.027, -0.062], [-0.182, 0.051, -0.025], [-0.035, -0.071, 0.089], [0.009, 0.143, 0.077], [0.228, -0.022, 0.512], [-0.515, 0.372, -0.162], [0.034, -0.553, -0.286]], "orbital_gap_ev": 11.294, "lumo_ev": 1.1, "smiles": "CC(C)[C@H]1CO1", "e_above_lowest_ev": 1.528}

***

E_tot
In order: -3251.38264, -646.55988, -27295.34577, -3874.91082, -266.44304, -271.69646
Unit: Ha